Below is a single C2H5NO2 molecule in a non-equilibrium geometry, with properties calculated with ωB97M-V/def2-TZVPD.

Computed properties:
energy relative to the best compared isomer or geometry (same formula, charge and spin): 28.1 kcal/mol
structure (SMILES): NCC(=O)O
gap between HOMO and LUMO: 0.386 hartree
LUMO level: 0.5678 eV
HOMO level: -9.93 eV
calculated total energy: -284.42254 Ha
net charge: 0

Structure (XYZ):
```
10
C2H5NO2 (ωB97M-V/def2-TZVPD)
C 0.177 0.512 0.420
C -0.622 0.643 -0.806
H 0.311 -1.025 1.529
H 1.460 -1.223 0.240
H 1.057 1.223 0.398
H -0.515 0.771 1.412
H -0.782 -1.246 -0.901
N 0.585 -0.911 0.527
O -0.995 -0.461 -1.424
O -0.676 1.717 -1.394
```